(1)
Here is a 2-piece molecular cluster, C13H21ClN2O7PS overall from the OMol25 dataset. Energies are from ωB97M-V/def2-TZVPD.

Values from the calculation:
Total charge ... +1
Molar mass ... 415.81 g mol⁻¹
DFT total energy ... -2343.698000 Ha
Spin multiplicity ... 1
Max |F| ... 0.0317 Eh/bohr
Highest occupied orbital energy ... -12.4 eV

Atoms and positions in Å:
H1 -2.084 6.304 3.194
C1 -1.162 5.794 2.924
H2 -2.988 -2.942 -1.621
O1 -0.250 2.248 2.148
H3 -0.924 4.316 4.533
H4 0.474 1.501 0.127
C2 -1.237 -1.718 -1.123
H5 -2.964 -4.225 0.678
H6 3.909 -3.602 0.033
H7 1.881 -2.749 -0.355
C3 -1.535 -1.127 0.080
S1 0.184 3.578 2.557
H8 -0.024 4.102 0.235
O2 -0.529 -1.750 -4.181
H9 -2.060 3.841 3.239
H10 -0.326 6.366 3.334
O3 -2.442 -4.971 0.357
H11 1.102 5.191 1.086
H12 4.190 -3.814 -1.742
C4 -1.007 5.666 1.404
O4 1.418 3.775 3.261
Cl1 -2.729 -1.760 1.157
C5 -1.133 4.369 3.467
C6 0.140 4.683 1.141
H13 -1.933 5.276 0.975
H14 -1.162 0.365 1.419
H15 -0.111 -5.785 -1.752
H16 -1.584 -3.180 -2.616
O5 -0.049 -4.136 0.111
N1 1.863 -2.921 -2.419
C7 0.334 0.081 -1.438
O6 -1.062 -5.635 -1.653
H17 -0.812 6.629 0.935
N2 -0.933 -0.030 0.504
H18 4.670 -2.313 -0.847
H19 1.098 0.564 -2.040
C8 0.210 -1.613 -3.240
O7 1.547 -1.876 -3.320
C9 -0.007 0.604 -0.237
H20 2.604 -1.370 -1.194
P1 -1.282 -4.450 -0.616
C10 2.536 -2.462 -1.191
C11 3.928 -3.113 -0.945
C12 -1.893 -2.993 -1.581
H21 2.408 -3.628 -2.897
C13 -0.275 -1.091 -1.896

Atom charges from the Löwdin analysis, given in e for atoms 1 to 4:
1. H 0.12
2. C -0.21
3. H 0.12
4. O -0.37

(2)
Here is C6H7NO as an isolated structure from the OMol25 dataset. Energies are from ωB97M-V/def2-TZVPD.

Values from the calculation:
Total charge ... 0
Molar mass ... 109.13 g mol⁻¹
DFT total energy ... -362.717845 Ha
Spin multiplicity ... 1
Max |F| ... 0.1866 Eh/bohr
Highest occupied orbital energy ... -8.7 eV
Energy relative to the best compared isomer or geometry (same formula, charge and spin) ... 60.0 kcal per mole

Atoms and positions in Å:
H1 -0.492 1.774 -0.309
H2 -3.058 1.336 0.045
C1 2.288 0.715 0.016
H3 3.564 0.399 0.296
H4 2.092 1.297 0.869
N1 -0.882 -1.262 0.020
C2 1.419 -0.452 -0.022
H5 -0.693 -2.159 -0.014
H6 -3.109 -1.636 0.229
C3 -2.186 0.496 -0.108
O1 1.790 -1.646 -0.151
C4 -2.193 -0.866 0.008
C5 -0.774 0.898 -0.084
H7 2.304 1.433 -0.718
C6 -0.072 -0.327 -0.079

Atom charges from the Löwdin analysis, given in e for atoms 1 to 4:
1. H 0.02
2. H 0.15
3. C -0.02
4. H 0.20